Record 1
Computed, not measured: a cluster of 4 separate species, C6H10Br4Cl6 in total, with the ωB97M-V functional and the def2-TZVPD basis.

Properties
frontier orbital gap	0.39456	Ha
SMILES	ClC(Cl)Cl.ClC(Cl)Cl.BrCCBr.BrCCBr
ΔE to the lowest compared entry with this formula, charge and spin	13.2	kJ/mol

The geometry in XYZ format:
```
26
C6H10Br4Cl6, DFT the ωB97M-V functional and the def2-TZVPD basis
Cl -6.52 0.50 -3.14
C -6.10 -1.07 -2.46
Cl -4.36 -1.23 -2.18
Cl -6.69 -2.40 -3.44
H -6.61 -1.11 -1.50
Cl 0.84 -0.61 -1.49
C -0.84 -0.56 -2.07
Cl -0.95 -1.23 -3.72
Cl -1.39 1.11 -2.05
H -1.51 -1.14 -1.46
Br 5.42 -0.47 1.37
C 3.88 -1.61 1.06
C 3.97 -2.77 2.03
Br 2.26 -3.75 1.99
H 3.86 -1.95 0.04
H 3.00 -1.01 1.27
H 4.20 -2.48 3.05
H 4.72 -3.49 1.70
Br 2.36 2.43 2.28
C 0.79 3.56 1.85
C -0.08 2.79 0.90
Br -1.58 3.94 0.33
H 1.12 4.50 1.42
H 0.34 3.69 2.83
H -0.55 1.93 1.36
H 0.43 2.44 0.00
```

Mulliken atomic charge list, values in e, 5 entries: -0.1189, 0.0049, -0.0548, -0.1150, 0.2899

---

Record 2
Computed, not measured: a cluster of 5 separate species, C6H10Cl16O5P3 in total in a non-equilibrium geometry, with the ωB97M-V functional and the def2-TZVPD basis.

Properties
frontier orbital gap	0.22159	Ha
charge	-1

The geometry in XYZ format:
```
40
C6H10Cl16O5P3, DFT the ωB97M-V functional and the def2-TZVPD basis
O 4.84 -0.53 1.27
P 5.49 0.84 0.84
O 7.12 1.06 1.44
O 5.50 0.85 -0.94
P 4.17 2.54 1.39
C 2.47 2.05 0.66
C 1.78 3.03 -0.49
O 0.43 2.40 -0.64
P 0.14 1.17 0.59
O 1.48 1.56 1.66
H 7.73 0.30 1.13
H 5.24 1.78 -1.24
H 4.13 2.64 2.85
H 2.73 1.10 0.00
H 2.34 2.76 -1.51
H 1.82 4.18 -0.26
H -1.04 0.66 -0.08
H 0.80 0.07 -0.10
H -0.20 0.16 1.59
H -0.58 2.09 1.43
C -4.54 -0.42 -0.28
Cl -5.94 0.65 -0.51
Cl -4.91 -2.03 -0.94
Cl -3.12 0.26 -1.12
Cl -4.18 -0.57 1.46
C -5.24 -5.44 1.24
Cl -4.85 -3.71 1.43
Cl -3.87 -6.28 0.45
Cl -5.53 -6.16 2.84
Cl -6.70 -5.62 0.24
C -5.10 4.00 -3.07
Cl -5.10 2.78 -4.37
Cl -4.97 5.62 -3.78
Cl -6.62 3.87 -2.15
Cl -3.72 3.71 -1.98
C 3.60 -4.28 0.19
Cl 2.67 -5.67 -0.42
Cl 5.13 -4.14 -0.72
Cl 2.65 -2.79 -0.03
Cl 3.95 -4.50 1.92
```

Mulliken atomic charge list, values in e, 5 entries: -0.4970, 0.7851, -0.5476, -0.5272, -0.2649

---

E_HOMO: -0.38173 -0.15551 (Ha)